## i
Formula: C4H10O
Source: OMol25
Level of theory: ωB97M-V with the def2-TZVPD basis set

SMILES ... CCOCC
Kohn-Sham gap ... 10.68 eV

Last column: natural (NBO) charge in e.
Geometry (Å):
C: -0.00466 2.04859 -0.06551  -0.633
C: -0.50171 0.77129 -0.73792  -0.052
O: 0.50645 -0.14406 -1.12025  -0.552
C: 0.84718 -1.30379 -0.25869  -0.064
C: -0.16970 -1.61020 0.84310  -0.655
H: -0.86548 2.56003 0.38718  0.206
H: 0.50101 2.75371 -0.73310  0.211
H: 0.68844 1.78219 0.74042  0.206
H: -1.17577 0.31143 -0.01262  0.151
H: -1.17111 0.97596 -1.58560  0.178
H: 1.84484 -1.11508 0.16468  0.175
H: 0.93316 -2.13708 -0.96832  0.187
H: 0.21089 -1.53539 1.86691  0.216
H: -0.73536 -2.53774 0.71531  0.217
H: -0.90816 -0.81986 0.76438  0.209



## ii
Formula: C4H10O
Source: OMol25
Level of theory: ωB97M-V with the def2-TZVPD basis set

Kohn-Sham gap ... 10.43 eV

Last column: natural (NBO) charge in e.
Geometry (Å):
C: 2.06253 0.55132 0.42028  -0.678
C: 1.16125 -0.36562 -0.40569  0.231
O: 0.49530 -1.29048 0.15536  -0.616
C: -1.64498 -0.93615 0.44933  -0.183
C: -1.98471 0.24350 -0.19265  -0.605
H: 2.41233 1.41165 -0.16620  0.211
H: 2.93838 -0.02316 0.75825  0.227
H: 1.52346 0.90342 1.30918  0.219
H: 0.20617 0.68672 -0.85635  0.002
H: 1.48065 -0.52436 -1.46154  0.148
H: -1.45668 -0.96084 1.51894  0.207
H: -1.77297 -1.89722 -0.04018  0.211
H: -2.20324 1.13502 0.39965  0.227
H: -2.49565 0.19183 -1.15815  0.227
H: -0.68266 0.70394 -0.70867  0.172



## iii
Formula: C4H10O
Source: OMol25
Level of theory: ωB97M-V with the def2-TZVPD basis set

SMILES ... C/C=C\O.C
Kohn-Sham gap ... 9.48 eV

Last column: natural (NBO) charge in e.
Geometry (Å):
C: 2.48459 0.20877 0.04466  -0.650
C: 1.36366 0.22988 -0.95086  -0.282
C: 0.17806 0.78955 -0.72978  0.117
C: -2.41621 -1.08051 0.63464  -0.854
O: -0.10808 1.43460 0.44156  -0.695
H: 2.10635 0.37467 1.05672  0.224
H: 3.22443 0.99133 -0.16602  0.216
H: 3.01415 -0.74988 0.02618  0.213
H: 1.52105 -0.21882 -1.92635  0.206
H: -1.32615 -1.06315 0.60666  0.225
H: -0.61410 0.77822 -1.47710  0.171
H: -2.79757 -1.52592 -0.28494  0.214
H: -2.75334 -1.67489 1.48450  0.218
H: -2.81732 -0.06626 0.73579  0.196
H: -1.05952 1.57241 0.50434  0.481



Least stable: ii



## i
Formula: H12O6
Source: OMol25
Level of theory: ωB97M-V with the def2-TZVPD basis set

Net charge ... +1
Multiplicity ... 2
Kohn-Sham gap (spin up / spin down) ... 9.93 / 1.66 eV

Last column: natural (NBO) charge in e.
Geometry (Å):
O: -2.80521 1.33019 2.79755  -0.646
H: -3.48522 0.65818 2.64431  0.492
H: -2.55362 1.30067 3.74127  0.518
O: -1.36076 -1.56885 -0.76436  -0.909
H: -0.66590 -1.48075 -0.11745  0.498
H: -1.63062 -2.38546 -1.18100  0.525
O: 0.48261 0.46621 -1.64561  -0.662
H: 0.00018 1.15089 -2.13900  0.493
H: -0.16240 0.20519 -0.95676  0.495
O: -0.60177 0.68694 -4.51991  -0.765
H: 0.32446 0.95119 -4.37667  0.475
H: -0.62553 -0.05407 -3.88311  0.473
O: 6.96843 -0.34242 -1.51766  -0.948
H: 6.86050 -0.91994 -2.27521  0.475
H: 6.72593 -0.78011 -0.69858  0.473
O: -2.66733 -0.21813 5.41781  -0.960
H: -2.08419 -0.13289 6.18153  0.490
H: -2.75630 -1.17268 5.31962  0.484



## ii
Formula: H12O6
Source: OMol25
Level of theory: ωB97M-V with the def2-TZVPD basis set

Net charge ... +1
Multiplicity ... 2
Kohn-Sham gap (spin up / spin down) ... 9.99 / 2.68 eV

Last column: natural (NBO) charge in e.
Geometry (Å):
O: -6.70828 11.85844 -5.02600  -0.498
H: -6.21047 12.46906 -4.48234  0.483
H: -6.08007 11.17321 -5.25412  0.499
O: -5.22651 10.36650 -0.59574  -0.880
H: -4.39418 10.33630 -1.06750  0.470
H: -5.44629 11.29729 -0.55617  0.464
O: -2.57823 5.86750 -5.01752  -0.935
H: -1.75538 5.70182 -5.47763  0.470
H: -2.50527 6.77223 -4.71360  0.466
O: -4.77833 9.83892 -4.75638  -0.638
H: -4.00218 9.32789 -4.98589  0.524
H: -4.57075 10.22064 -3.90348  0.506
O: -3.56350 11.25042 -2.94195  -0.948
H: -2.71799 11.34044 -3.38155  0.505
H: -3.81877 12.14748 -2.72666  0.499
O: -2.31494 8.41539 -5.98884  -0.981
H: -2.48683 7.76838 -6.67299  0.506
H: -1.93693 9.16176 -6.45388  0.487



Least stable: i



## i
Formula: C6H8N2
Source: OMol25
Level of theory: ωB97M-V with the def2-TZVPD basis set

SMILES ... C/C(C#N)=C/[C@H]1CN1
Kohn-Sham gap ... 9.20 eV

Last column: natural (NBO) charge in e.
Geometry (Å):
C: 1.78274 -0.32508 1.58229  -0.639
C: 1.06667 0.39120 0.52742  -0.134
C: -0.10522 -0.13998 0.05412  -0.136
C: -1.06181 0.30611 -0.87164  -0.132
C: -1.79681 -0.73809 -1.61127  -0.266
C: 1.72925 1.69775 0.09149  0.245
H: 2.65802 -1.05406 1.13659  0.229
H: 2.35030 0.38447 2.41007  0.250
H: 1.07199 -1.17104 2.12057  0.225
H: -0.26758 -0.99777 0.61801  0.198
H: -0.58907 1.14228 -1.65184  0.210
H: -1.64657 -1.94482 -1.57030  0.217
H: -2.07309 -0.34482 -2.55253  0.205
H: -2.54744 -0.39667 0.26866  0.347
N: -2.43617 0.21531 -0.64064  -0.528
N: 1.86479 2.97520 0.08897  -0.291



## ii
Formula: C6H8N2
Source: OMol25
Level of theory: ωB97M-V with the def2-TZVPD basis set

Kohn-Sham gap (spin up / spin down) ... 6.43 / 6.43 eV

Last column: natural (NBO) charge in e.
Geometry (Å):
C: -0.58867 -0.02206 -0.66195  0.113
C: -0.11416 -0.60316 0.52337  0.099
C: 0.45680 1.03521 -0.85026  -0.315
C: 0.29620 1.80846 0.44468  -0.272
C: 0.59567 0.51907 1.21715  -0.310
C: 1.51972 0.41334 0.04909  -0.098
N: -1.43903 -0.51271 -1.60771  -0.821
N: -0.39630 -1.82446 1.12272  -0.815
H: 0.62980 1.48286 -1.82345  0.224
H: 0.71632 2.78766 0.64568  0.221
H: 0.88967 0.40880 2.25442  0.227
H: 2.55771 0.12686 -0.07443  0.225
H: -1.40814 -0.08990 -2.52227  0.393
H: -2.03556 -1.29008 -1.36491  0.388
H: -0.94329 -2.47280 0.57553  0.369
H: -0.73674 -1.76710 2.07235  0.371



Least stable: ii



## i
Formula: C6H8N2
Source: OMol25
Level of theory: ωB97M-V with the def2-TZVPD basis set

SMILES ... C1=C[C@H]2CC=NN2C1
Kohn-Sham gap ... 9.43 eV

Last column: natural (NBO) charge in e.
Geometry (Å):
C: -1.53278 0.68661 0.20990  -0.482
C: -1.91838 -0.53366 -0.47103  0.028
C: 1.44776 -1.14208 0.19830  -0.294
C: 1.85718 0.12862 -0.36907  -0.197
C: 0.85113 1.08532 -0.38412  -0.220
C: -0.02176 0.49883 0.56544  -0.154
H: -1.65545 1.58739 -0.42352  0.219
H: -2.17975 1.17775 1.14086  0.219
H: -3.12491 -0.66329 -0.79076  0.207
H: 1.91395 -1.45484 1.13198  0.222
H: 1.64106 -2.09626 -0.42978  0.228
H: 2.58795 0.26821 -1.25639  0.220
H: 1.05091 2.14895 -0.78935  0.249
H: 0.12248 0.69765 1.62836  0.224
N: -1.02844 -1.38003 -0.38211  -0.228
N: -0.01095 -1.00918 0.42130  -0.243



## ii
Formula: C6H8N2
Source: OMol25
Level of theory: ωB97M-V with the def2-TZVPD basis set

Kohn-Sham gap ... 10.22 eV

Last column: natural (NBO) charge in e.
Geometry (Å):
C: 1.56869 0.09680 -0.66432  -0.404
C: 0.54827 0.57170 -1.67736  -0.210
C: -0.76582 0.74660 -1.28528  -0.173
C: -0.83442 0.49435 0.27549  -0.114
C: 0.21788 -0.91475 1.75536  0.088
C: 0.43901 -0.30617 0.36040  -0.313
H: 2.33078 0.82054 -0.26327  0.231
H: 1.99737 -1.18232 -0.86254  0.208
H: 0.85403 0.97245 -2.68100  0.211
H: -1.54191 1.16218 -1.95397  0.222
H: -0.72852 1.41538 0.82640  0.196
H: -2.75620 -0.08850 1.03641  0.365
H: 1.11596 -1.08470 2.53982  0.211
H: 0.30592 -1.21379 -0.15976  0.218
N: -1.78470 -0.57518 0.74618  -0.461
N: -0.96635 -0.91460 2.00744  -0.277



## iii
Formula: C6H8N2
Source: OMol25
Level of theory: ωB97M-V with the def2-TZVPD basis set

SMILES ... c1cc2c([nH]1)NCC2
Kohn-Sham gap ... 8.22 eV

Last column: natural (NBO) charge in e.
Geometry (Å):
C: 1.23624 -0.56740 -1.60054  -0.233
C: 1.75795 -0.54297 -0.11940  -0.410
C: 0.46224 -0.16118 0.48915  -0.160
C: -0.03907 0.26620 1.77196  -0.271
C: -1.32275 0.61517 1.67622  -0.107
C: -0.57571 -0.00423 -0.38778  0.271
H: 1.40270 -1.59524 -2.04675  0.198
H: 2.04784 0.04521 -2.15745  0.204
H: 2.48684 0.49435 -0.01490  0.179
H: 2.36730 -1.42196 0.42159  0.238
H: 0.46224 0.16994 2.76742  0.218
H: -2.33101 0.73599 2.14011  0.219
H: -2.69281 0.93232 0.10981  0.419
H: -0.13506 0.98051 -2.26727  0.359
N: -1.64541 0.38706 0.30855  -0.527
N: -0.17194 -0.09773 -1.72716  -0.598



Least stable: ii